ORCA calculation (the ωB97M-V functional and the def2-TZVPD basis) on a structure of composition C4H9N3S in a non-equilibrium geometry.

Output
Charge: 0
HOMO, eV: -7.6
Energy above the lowest of the compared OMol25 structures with the same formula, charge and spin, eV: 6.490

CARTESIAN COORDINATES (ANGSTROEM)
1 C 0.604 -0.487 -0.389
2 C 0.237 -1.749 -1.162
3 C -0.492 0.480 1.812
4 C -0.217 2.105 0.036
5 N 1.251 0.021 -1.587
6 N -0.358 -2.948 -0.711
7 N 0.429 1.033 0.777
8 S 1.315 -1.338 -2.446
9 H -0.356 1.129 2.696
10 H -1.506 0.385 1.497
11 H -0.191 -0.442 2.278
12 H 0.432 3.092 0.124
13 H -0.218 1.877 -1.052
14 H -1.355 2.273 0.361
15 H 1.951 0.759 -1.460
16 H -0.202 -3.091 0.212
17 H -1.324 -3.099 -0.985

***

ORCA calculation (the ωB97M-V functional and the def2-TZVPD basis) on a structure of composition C17H19HgNPS in a non-equilibrium geometry.

Output
Charge: -1
HOMO (alpha / beta), eV: -0.6 / -0.5
Energy above the lowest of the compared OMol25 structures with the same formula, charge and spin, eV: 0.000

CARTESIAN COORDINATES (ANGSTROEM)
1 C 1.410 -0.593 -2.097
2 C 0.120 0.005 -2.303
3 C -0.872 -1.052 -2.257
4 C -0.167 -2.225 -1.784
5 C 1.248 -1.905 -1.739
6 Hg -0.573 -0.719 -0.176
7 P -0.355 2.752 -0.241
8 H 2.374 -0.090 -2.208
9 H -0.061 1.022 -2.698
10 H -1.927 -0.989 -2.569
11 H 2.038 -2.635 -1.514
12 H -0.611 -3.203 -1.618
13 H -1.132 3.081 0.904
14 H -0.572 4.061 -0.791
15 H 0.863 3.143 0.413
16 N -0.609 -0.493 1.884
17 S 0.595 -0.180 2.968
18 C -0.141 1.102 3.954
19 C 0.676 2.039 4.600
20 C 0.088 3.034 5.374
21 C -1.307 3.111 5.482
22 C -2.109 2.156 4.843
23 C -1.527 1.141 4.076
24 C 0.608 -1.586 4.135
25 C 0.372 -1.422 5.506
26 C 0.376 -2.528 6.363
27 C 0.662 -3.798 5.843
28 C 0.986 -3.963 4.486
29 C 0.976 -2.849 3.644
30 H -1.338 -1.068 2.292
31 H 1.755 1.933 4.521
32 H 0.723 3.747 5.904
33 H -1.754 3.931 6.059
34 H -3.189 2.208 4.968
35 H -2.150 0.372 3.631
36 H 0.212 -0.424 5.900
37 H 0.166 -2.391 7.430
38 H 0.667 -4.656 6.516
39 H 1.248 -4.959 4.105
40 H 1.280 -2.962 2.604

***

ORCA calculation (the ωB97M-V functional and the def2-TZVPD basis) on the ion C4H3IN3 with charge +1 in a non-equilibrium geometry.

Output
Charge: +1
HOMO (alpha / beta), eV: -12.2 / -12.2
Energy above the lowest of the compared OMol25 structures with the same formula, charge and spin, eV: 3.062

CARTESIAN COORDINATES (ANGSTROEM)
1 C 0.077 -2.980 0.308
2 C -0.201 2.098 -0.066
3 C -0.825 1.536 0.951
4 C 0.301 -0.636 -0.113
5 N 0.685 1.551 -0.950
6 N 0.285 -1.911 -0.097
7 N 0.864 0.225 -0.872
8 I -2.140 1.093 2.385
9 H -0.361 -3.928 0.461
10 H -0.268 3.173 -0.469
11 H 1.582 -0.221 -1.538

***

ORCA calculation (the ωB97M-V functional and the def2-TZVPD basis) on a structure of composition C24H45BrP2Ru in a non-equilibrium geometry.

Output
Spin multiplicity: 5
Charge: +2
HOMO (alpha / beta), eV: -13.0 / -13.0
<S²>: 6.086

CARTESIAN COORDINATES (ANGSTROEM)
1 Ru -0.262 0.103 1.263
2 C 1.314 -2.318 0.856
3 C 0.226 -2.849 1.686
4 C -0.681 -1.565 -0.104
5 C 0.755 -1.679 -0.271
6 C -0.974 -2.249 1.165
7 C 2.740 -2.386 1.113
8 H 2.911 -2.021 2.180
9 H 3.212 -1.632 0.477
10 H 3.162 -3.418 0.984
11 C 1.417 -1.487 -1.556
12 H 2.494 -1.674 -1.533
13 H 1.269 -0.493 -1.988
14 H 1.022 -2.194 -2.323
15 C -1.553 -1.756 -1.296
16 H -1.367 -2.690 -1.862
17 H -1.424 -0.967 -2.016
18 H -2.620 -1.808 -1.038
19 C -2.326 -2.511 1.652
20 H -2.293 -3.195 2.530
21 H -2.917 -2.962 0.844
22 H -2.802 -1.562 1.951
23 C 0.230 -3.873 2.794
24 H 0.154 -4.996 2.617
25 H -0.629 -3.666 3.469
26 H 1.137 -3.819 3.420
27 C 0.950 1.819 1.789
28 C 1.765 1.178 2.706
29 C 1.507 1.176 4.177
30 C -0.024 1.007 4.514
31 C -0.966 0.488 3.433
32 C -1.517 1.268 2.375
33 C -1.266 2.771 2.497
34 C 0.217 2.994 2.492
35 H 1.938 2.054 4.736
36 H -0.388 1.922 5.043
37 H 2.073 0.341 4.637
38 H 0.582 3.033 3.509
39 H 1.546 2.162 0.934
40 H 2.671 0.674 2.359
41 H 0.528 3.937 2.055
42 H -1.707 3.278 1.653
43 H -2.484 0.990 1.928
44 H -1.741 3.140 3.420
45 H -0.110 0.301 5.354
46 H -1.561 -0.361 3.846
47 P 3.947 0.852 -3.147
48 C 5.190 0.088 -4.262
49 H 6.007 0.786 -4.505
50 H 4.698 -0.233 -5.187
51 H 5.600 -0.798 -3.766
52 C 3.594 2.288 -4.236
53 H 4.506 2.765 -4.626
54 H 3.003 3.019 -3.674
55 H 2.984 1.923 -5.071
56 C 5.172 1.668 -2.050
57 H 5.938 2.222 -2.615
58 H 5.654 0.892 -1.442
59 H 4.643 2.349 -1.376
60 P -4.284 0.386 -2.473
61 C -5.832 -0.477 -1.975
62 H -6.734 -0.035 -2.427
63 H -5.906 -0.435 -0.881
64 H -5.746 -1.528 -2.277
65 C -4.850 2.091 -2.118
66 H -5.823 2.306 -2.586
67 H -4.098 2.793 -2.499
68 H -4.925 2.223 -1.034
69 C -4.639 0.460 -4.274
70 H -5.569 1.007 -4.496
71 H -4.707 -0.556 -4.680
72 H -3.795 0.966 -4.756
73 Br 1.766 -1.527 3.963

***

ORCA calculation (the ωB97M-V functional and the def2-TZVPD basis) on an isolated molecule of H2N2O3S in a non-equilibrium geometry.

Output
Charge: 0
SMILES: O=[N+]([O-])N(O)S
HOMO, eV: -10.4
Energy above the lowest of the compared OMol25 structures with the same formula, charge and spin, eV: 3.523

CARTESIAN COORDINATES (ANGSTROEM)
1 O -2.526 -1.307 0.059
2 N -2.065 -0.202 0.123
3 O -2.571 0.845 -0.195
4 N -0.640 -0.106 0.446
5 O -0.165 1.191 0.336
6 S 0.408 -1.316 0.038
7 H -0.121 1.360 -0.615
8 H 0.246 -1.056 -1.394

***

ORCA calculation (the ωB97M-V functional and the def2-TZVPD basis) on a structure of composition C19H40IrP2 in a non-equilibrium geometry.

Output
Spin multiplicity: 6
Charge: +2
HOMO (alpha / beta), eV: -12.9 / -15.5
<S²>: 8.768
Energy above the lowest of the compared OMol25 structures with the same formula, charge and spin, eV: 6.244

CARTESIAN COORDINATES (ANGSTROEM)
1 P -0.335 -1.266 -2.716
2 P 1.404 1.408 0.059
3 C 0.671 0.265 -2.763
4 C 1.697 0.747 -1.661
5 H -0.031 1.078 -3.032
6 H 1.285 0.098 -3.663
7 H 2.493 -0.017 -1.596
8 H 2.122 1.675 -2.088
9 C 0.349 2.819 -0.430
10 H 0.151 3.535 0.369
11 H -0.598 2.462 -0.840
12 H 0.945 3.266 -1.223
13 C 3.064 2.165 0.707
14 H 2.965 3.046 0.088
15 H 3.885 1.528 0.465
16 H 3.057 2.453 1.851
17 C -1.666 -2.316 -3.892
18 H -1.324 -3.321 -4.179
19 H -1.694 -1.699 -4.796
20 H -2.702 -2.501 -3.561
21 C 0.744 -2.201 -3.971
22 H 1.811 -2.076 -3.787
23 H 0.508 -1.783 -4.955
24 H 0.558 -3.281 -4.003
25 Ir 1.651 1.259 2.045
26 C -1.732 -0.016 -1.810
27 C -2.785 -0.907 -2.143
28 C -3.211 -1.908 -1.123
29 C -2.167 -3.083 -0.742
30 C -1.051 -3.187 -1.679
31 C 0.139 -2.426 -1.411
32 C 0.118 -1.346 -0.330
33 C -1.076 -0.327 -0.401
34 C 2.009 -0.572 2.723
35 H -1.809 1.038 -2.038
36 H -3.321 -0.660 -3.037
37 H -4.127 -2.411 -1.490
38 H -3.407 -1.404 -0.149
39 H -1.822 -2.929 0.295
40 H -2.782 -3.989 -0.739
41 H -0.969 -4.088 -2.305
42 H 1.152 -2.868 -1.542
43 H 1.096 -0.832 -0.408
44 H 0.105 -1.804 0.656
45 H -1.779 -0.612 0.387
46 H -0.708 0.679 -0.065
47 H 3.084 -0.701 2.917
48 H 1.681 -1.332 2.000
49 H 1.421 -0.708 3.655
50 C 1.449 2.548 4.510
51 C 0.117 1.813 4.299
52 C -1.012 2.327 5.201
53 C -0.146 1.890 2.804
54 H 1.357 3.607 4.226
55 H 2.274 2.142 3.865
56 H 1.732 2.504 5.565
57 H 0.187 0.756 4.590
58 H -1.154 3.406 5.111
59 H -1.958 1.809 5.001
60 H -0.726 2.093 6.234
61 H -0.913 1.202 2.414
62 H -0.274 2.951 2.532

***

ORCA calculation (the ωB97M-V functional and the def2-TZVPD basis) on a structure of composition C11H52CdF6N2O22S2 in a non-equilibrium geometry.

Output
Charge: 0
HOMO, eV: -7.0
Energy above the lowest of the compared OMol25 structures with the same formula, charge and spin, eV: 2.448

CARTESIAN COORDINATES (ANGSTROEM)
1 Cd -3.397 18.507 8.437
2 C -2.675 14.479 7.904
3 F -3.974 14.584 7.958
4 F -2.156 14.423 9.150
5 F -2.443 13.304 7.253
6 S -1.773 15.921 7.026
7 O -0.478 15.356 6.675
8 O -2.557 16.276 5.881
9 N -1.908 17.197 8.251
10 S -0.466 17.271 9.004
11 O -0.631 18.226 10.136
12 O 0.210 16.029 9.318
13 C 0.680 18.255 7.734
14 F 0.172 19.517 7.489
15 F 1.944 18.393 8.218
16 F 0.783 17.603 6.536
17 C -2.780 15.990 12.006
18 C -4.287 16.339 12.075
19 C -4.787 15.988 13.600
20 C -5.857 16.844 14.160
21 C -5.676 18.293 13.873
22 C -5.496 18.565 12.365
23 N -4.427 17.798 11.814
24 O -3.897 18.323 10.577
25 C -5.196 20.165 12.490
26 C -6.893 18.385 11.683
27 C -5.031 15.423 11.066
28 H -2.213 16.373 12.854
29 H -2.303 16.504 11.171
30 H -2.497 14.956 11.809
31 H -3.879 16.182 14.173
32 H -5.109 14.948 13.564
33 H -6.116 16.609 15.192
34 H -6.719 16.469 13.609
35 H -4.938 18.753 14.529
36 H -6.628 18.691 14.225
37 H -5.153 20.762 11.578
38 H -4.254 20.426 12.972
39 H -5.909 20.625 13.174
40 H -7.241 17.354 11.730
41 H -6.840 18.704 10.642
42 H -7.656 19.010 12.147
43 H -4.542 15.521 10.097
44 H -6.047 15.813 11.002
45 H -5.080 14.362 11.310
46 O -2.011 13.371 15.009
47 H -1.571 12.600 14.652
48 H -2.485 13.742 14.265
49 O -9.426 20.028 9.751
50 H -9.109 19.128 9.824
51 H -8.725 20.561 10.127
52 O -1.858 19.598 12.422
53 H -1.703 20.399 11.922
54 H -2.448 19.082 11.872
55 O -1.658 19.591 15.225
56 H -2.316 19.140 15.754
57 H -1.851 19.327 14.325
58 O -4.922 20.184 8.612
59 H -5.397 20.899 8.189
60 H -5.324 20.108 9.478
61 O -6.663 14.295 16.527
62 H -7.351 13.797 16.085
63 H -5.846 13.899 16.222
64 O -7.328 21.942 10.021
65 H -6.402 22.023 10.251
66 H -7.554 22.788 9.635
67 O -7.346 15.329 8.093
68 H -7.108 14.525 8.554
69 H -7.556 15.043 7.204
70 O -7.950 22.371 14.908
71 H -8.229 23.252 15.158
72 H -7.487 22.493 14.079
73 O -8.271 14.982 12.586
74 H -8.644 15.223 13.433
75 H -7.345 15.213 12.657
76 O -9.096 16.062 15.267
77 H -9.237 15.861 16.192
78 H -9.421 16.957 15.163
79 O -6.088 16.670 18.048
80 H -6.345 16.024 17.390
81 H -5.253 16.348 18.387
82 O -6.311 13.059 9.365
83 H -6.951 12.867 10.050
84 H -5.504 12.641 9.665
85 O -2.548 21.954 10.789
86 H -2.134 22.807 10.921
87 H -3.233 21.914 11.457
88 O 0.205 15.988 14.192
89 H -0.112 16.842 13.899
90 H 0.264 16.068 15.144
91 O -4.943 17.378 7.830
92 H -5.692 16.841 8.087
93 H -4.911 17.307 6.876
94 O -3.534 18.907 17.088
95 H -4.339 19.267 16.717
96 H -3.720 17.976 17.208

***

ORCA calculation (the ωB97M-V functional and the def2-TZVPD basis) on an isolated molecule of C2H5N3 in a non-equilibrium geometry.

Output
Charge: 0
SMILES: C=N/N=C\N
HOMO, eV: -8.5
Energy above the lowest of the compared OMol25 structures with the same formula, charge and spin, eV: 1.315

CARTESIAN COORDINATES (ANGSTROEM)
1 C -1.491 -0.610 -1.179
2 N -0.299 -0.923 -0.904
3 N 0.192 -1.037 0.310
4 C 0.886 -0.201 0.952
5 N 1.214 1.075 0.560
6 H -2.228 -0.270 -0.450
7 H -1.799 -0.693 -2.208
8 H 1.319 -0.532 1.885
9 H 0.712 1.453 -0.228
10 H 1.494 1.736 1.262

***

ORCA calculation (the ωB97M-V functional and the def2-TZVPD basis) on a structure of composition C37H56F5N2O7OsPSb2Te in a non-equilibrium geometry.

Output
Spin multiplicity: 5
Charge: +2
HOMO (alpha / beta), eV: -13.7 / -14.4
<S²>: 6.071
Energy above the lowest of the compared OMol25 structures with the same formula, charge and spin, eV: 4.070

CARTESIAN COORDINATES (ANGSTROEM)
1 Os 0.609 -0.534 -0.418
2 C 1.092 -1.496 -4.467
3 Sb 1.514 -0.122 -2.863
4 C 3.579 0.158 -3.285
5 C 0.813 2.018 -3.204
6 C 1.941 2.980 -3.368
7 C 2.580 2.920 -4.608
8 C 3.655 3.721 -4.940
9 C 4.145 4.630 -4.012
10 C 3.535 4.737 -2.788
11 C 2.412 3.956 -2.417
12 C 1.778 4.339 -1.191
13 Sb 2.806 3.439 1.045
14 C 3.051 4.611 2.876
15 C 4.818 3.776 0.397
16 H 1.910 -1.411 -5.179
17 H 0.149 -1.263 -4.953
18 H 1.069 -2.502 -4.053
19 H 3.684 0.361 -4.349
20 H 4.119 -0.752 -3.036
21 H 3.979 0.985 -2.702
22 H 0.118 2.270 -2.407
23 H 0.281 1.894 -4.145
24 H 2.187 2.227 -5.343
25 H 4.118 3.641 -5.913
26 H 4.981 5.267 -4.261
27 H 3.895 5.470 -2.077
28 H 0.742 4.071 -1.025
29 H 2.038 5.328 -0.828
30 H 3.347 5.612 2.562
31 H 3.844 4.165 3.473
32 H 2.122 4.670 3.436
33 H 4.928 4.840 0.188
34 H 5.047 3.192 -0.490
35 H 5.486 3.484 1.205
36 C -3.995 -2.974 -3.823
37 C -3.991 -3.749 -2.495
38 C -3.682 -2.816 -1.322
39 C -2.221 -2.356 -1.441
40 C -1.857 -2.026 -2.910
41 C -3.103 -1.729 -3.742
42 P -1.677 -0.988 -0.317
43 C -2.204 -1.432 1.400
44 C -1.717 -2.846 1.746
45 C -1.840 -3.071 3.262
46 C -3.136 -2.454 3.822
47 C -4.185 -2.298 2.725
48 C -3.712 -1.271 1.687
49 C -2.408 0.654 -0.779
50 C -1.713 1.714 0.104
51 C -2.376 3.094 -0.053
52 C -3.052 3.234 -1.415
53 C -4.175 2.192 -1.579
54 C -3.911 0.919 -0.752
55 H -5.009 -2.668 -4.079
56 H -3.652 -3.625 -4.628
57 H -3.245 -4.547 -2.520
58 H -4.959 -4.224 -2.337
59 H -3.840 -3.344 -0.382
60 H -4.369 -1.970 -1.361
61 H -1.585 -3.186 -1.109
62 H -1.342 -2.882 -3.350
63 H -1.177 -1.169 -2.949
64 H -2.818 -1.416 -4.747
65 H -3.654 -0.898 -3.291
66 H -1.646 -0.735 2.035
67 H -0.678 -2.987 1.430
68 H -2.317 -3.589 1.220
69 H -0.982 -2.632 3.774
70 H -1.817 -4.144 3.455
71 H -2.932 -1.473 4.261
72 H -3.532 -3.085 4.618
73 H -5.130 -1.962 3.149
74 H -4.366 -3.269 2.258
75 H -3.894 -0.268 2.076
76 H -4.305 -1.391 0.782
77 H -2.074 0.780 -1.820
78 H -0.641 1.761 -0.163
79 H -1.760 1.412 1.154
80 H -1.639 3.886 0.090
81 H -3.136 3.225 0.719
82 H -2.310 3.126 -2.213
83 H -3.472 4.234 -1.511
84 H -4.277 1.932 -2.635
85 H -5.125 2.619 -1.259
86 H -4.489 0.096 -1.169
87 H -4.242 1.073 0.274
88 F 3.975 -2.757 1.191
89 Te 3.373 -1.278 0.254
90 F 2.155 -2.403 -0.981
91 F 4.409 -1.966 -1.188
92 F 5.049 -0.381 0.359
93 F 3.459 -0.342 2.016
94 O 2.619 0.213 -0.448
95 O 0.686 0.024 1.909
96 C 1.266 -1.024 2.237
97 O 1.585 -1.876 1.277
98 C 1.543 -1.421 3.624
99 C 1.700 -2.767 3.939
100 C 1.987 -3.113 5.245
101 C 2.197 -2.164 6.230
102 C 2.073 -0.831 5.876
103 C 1.716 -0.449 4.600
104 N 2.353 0.228 6.866
105 O 2.389 1.367 6.439
106 O 2.535 -0.116 8.007
107 N 2.082 -4.549 5.584
108 O 2.537 -4.827 6.667
109 O 1.673 -5.323 4.743
110 H 1.580 -3.545 3.198
111 H 2.451 -2.454 7.241
112 H 1.601 0.598 4.368

***

Number 1: calculated total energy -19593.146 eV. Number 2: calculated total energy -43719.650 eV. Number 3: calculated total energy -16751.885 eV. Number 4: calculated total energy -116797.606 eV. Number 5: calculated total energy -19984.367 eV. Number 6: calculated total energy -41738.001 eV. Number 7: calculated total energy -102810.863 eV. Number 8: calculated total energy -6623.623 eV. Number 9: calculated total energy -102278.274 eV.